# 1
This record from the Open Molecules 2025 dataset describes one molecule with the formula C20H40Br2N2O2. The level of theory is wB97M-V/def2-TZVPD.

Geometry (Å):
Br1 -4.040 -0.590 3.773
Br2 -2.340 -0.502 1.343
O1 -2.669 0.955 -1.564
O2 -4.645 0.407 -2.575
N1 -4.419 -5.819 0.786
N2 -4.720 0.129 -0.270
C1 5.063 2.353 0.299
C2 5.451 1.432 -0.963
C3 -0.037 2.592 -1.049
C4 -5.334 1.933 2.852
C5 -4.004 0.520 0.966
C6 -5.171 -1.299 -0.269
C7 1.102 3.238 -0.116
C8 5.211 -0.139 -0.741
C9 -2.661 2.411 -1.596
C10 3.746 3.218 -0.070
C11 -4.232 -2.310 -1.088
C12 7.965 -2.795 0.503
C13 6.861 -1.634 0.774
C14 -4.925 0.477 2.304
C15 -4.789 -3.805 -0.749
C16 6.660 -0.875 -0.648
C17 -3.716 -4.704 0.033
C18 2.427 2.319 -0.227
C19 -4.007 0.494 -1.490
C20 -1.535 2.880 -0.529
H1 -3.807 -6.116 1.560
H2 -3.012 -5.243 -0.706
H3 0.057 1.455 -1.164
H4 -5.699 1.787 3.924
H5 3.928 3.788 -1.057
H6 4.792 1.772 -1.838
H7 -3.691 1.622 0.838
H8 -5.124 -4.367 -1.680
H9 3.628 3.993 0.758
H10 1.398 4.301 -0.452
H11 2.429 1.517 0.591
H12 -4.401 2.587 2.776
H13 8.773 -2.348 -0.173
H14 6.527 1.690 -1.257
H15 -4.506 -6.648 0.179
H16 -6.182 2.304 2.167
H17 6.721 -1.678 -1.464
H18 5.923 3.072 0.520
H19 -4.304 -2.169 -2.216
H20 -2.304 2.787 -2.611
H21 5.872 -2.070 1.169
H22 2.480 1.746 -1.227
H23 7.437 -3.633 -0.072
H24 -5.337 -1.748 0.762
H25 -6.191 -1.312 -0.809
H26 0.094 3.046 -2.089
H27 0.745 3.330 0.962
H28 -3.133 -2.282 -0.796
H29 7.530 -0.155 -0.789
H30 4.822 1.711 1.209
H31 4.639 -0.605 -1.613
H32 -3.648 2.873 -1.254
H33 -5.703 -3.723 -0.049
H34 8.461 -3.148 1.469
H35 -3.157 -4.094 0.817
H36 -5.912 -0.069 2.082
H37 4.675 -0.381 0.251
H38 -1.620 4.005 -0.363
H39 7.307 -0.853 1.487
H40 -1.746 2.368 0.467

E_HOMO = -0.3366 Eh
Frontier orbital gap = 9.44 eV
Charge = 0

***

# 2
This record from the Open Molecules 2025 dataset describes C3H4O2 as an isolated structure. The level of theory is wB97M-V/def2-TZVPD.

Geometry (Å):
O1 -1.155 0.084 1.074
O2 1.359 0.207 0.780
C1 -0.890 -0.483 -0.493
C2 1.064 -0.314 -0.431
C3 -1.592 0.556 -0.033
H1 -2.368 1.194 -0.408
H2 1.269 0.419 -1.175
H3 0.798 -0.273 1.388
H4 1.514 -1.389 -0.701

E_HOMO (spin up / spin down) = -0.2389 / -0.3929 Eh
Multiplicity = 3
Frontier orbital gap (spin up / spin down) = 7.36 / 9.09 eV
Charge = 0

***

# 3
This record from the Open Molecules 2025 dataset describes one molecule with the formula C26H30N4O3. The level of theory is wB97M-V/def2-TZVPD.

Geometry (Å):
O1 -6.600 -0.557 0.018
O2 -3.005 -2.556 0.619
O3 0.890 2.161 -1.102
N1 5.641 -2.080 0.182
N2 4.798 1.317 0.456
N3 -4.218 -1.665 -1.053
N4 -5.326 2.781 -0.085
C1 7.200 -0.318 0.567
C2 4.744 -0.012 1.040
C3 -0.785 -0.965 -0.077
C4 -4.026 1.606 1.520
C5 5.910 -0.842 0.574
C6 4.589 1.331 -0.979
C7 -4.751 0.446 1.302
C8 2.253 2.161 -0.696
C9 -2.074 -0.695 -0.523
C10 3.125 1.115 -1.395
C11 8.239 -1.123 0.138
C12 2.460 2.122 0.820
C13 -1.294 1.442 -1.296
C14 -4.342 2.746 0.801
C15 6.641 -2.846 -0.221
C16 -2.315 0.535 -1.137
C17 -6.021 1.685 -0.294
C18 0.008 1.163 -0.861
C19 -6.262 -1.903 0.332
C20 -5.779 0.468 0.361
C21 -7.565 -2.681 0.452
C22 3.958 2.297 1.111
C23 -5.374 -2.487 -0.789
C24 7.958 -2.421 -0.264
C25 -3.122 -1.713 -0.253
C26 0.248 -0.064 -0.246
H1 -0.603 -1.911 0.411
H2 -8.129 -2.601 -0.474
H3 -3.221 1.611 2.238
H4 4.138 2.247 2.188
H5 9.253 -0.748 0.118
H6 8.740 -3.083 -0.603
H7 5.218 0.558 -1.426
H8 4.278 3.283 0.759
H9 2.584 3.151 -1.047
H10 -5.020 -3.472 -0.472
H11 -5.955 -2.579 -1.708
H12 -5.715 -1.957 1.278
H13 -8.167 -2.273 1.259
H14 7.361 0.700 0.884
H15 -1.477 2.400 -1.757
H16 1.225 -0.340 0.110
H17 -3.304 0.817 -1.467
H18 -7.356 -3.727 0.656
H19 -6.821 1.747 -1.019
H20 2.819 0.103 -1.136
H21 -4.320 -0.913 -1.714
H22 -4.496 -0.447 1.851
H23 4.928 2.305 -1.348
H24 3.029 1.224 -2.476
H25 -3.793 3.667 0.929
H26 3.822 -0.570 0.816
H27 6.363 -3.847 -0.526
H28 2.113 1.180 1.243
H29 4.813 0.100 2.127
H30 1.892 2.928 1.287

E_HOMO = -0.3127 Eh
Frontier orbital gap = 9.27 eV
SMILES string = C[C@@H](CNC(=O)c1ccc(OC2CCN(Cc3ccccn3)CC2)cc1)Oc1cccnc1
Charge = 0

***

Largest force on an atom values (in eV/A) by entry order: 4.97 4.72 0.63.